# 1
49
Properties=species:S:1:pos:R:3:mulliken_charge:R:1 method="wB97M-V/def2-TZVPD" charge=+1
Ti -0.015 -0.614 -0.130 0.355
O 1.296 -0.463 3.684 -0.431
C 0.625 -0.638 2.583 0.646
O 0.518 0.228 1.707 -0.315
C -0.054 -1.960 2.349 -0.320
O -0.674 -1.866 1.116 -0.814
C 0.405 -2.234 -1.401 -0.523
C 1.652 -1.510 -1.697 0.669
O 2.327 -1.342 -2.657 -0.511
O 1.787 -0.700 -0.525 -0.356
H 1.700 0.422 3.699 0.383
H -0.766 -2.144 3.162 0.364
H 0.707 -2.751 2.394 0.342
H -0.195 -2.509 -2.267 0.346
H 0.549 -3.052 -0.702 0.279
Cl -2.663 -0.117 -0.207 -0.126
C -3.164 0.365 -1.833 0.989
C -4.489 0.181 -2.168 -0.781
C -4.892 0.545 -3.446 -0.502
C -3.980 1.077 -4.345 -0.832
C -2.655 1.254 -3.977 -0.423
C -2.221 0.901 -2.700 -0.256
P -0.506 1.081 -2.153 1.299
C -0.476 2.537 -1.079 0.219
C -1.559 3.400 -0.922 -0.441
C -1.450 4.492 -0.077 -0.710
C -0.265 4.732 0.607 -0.535
C 0.817 3.878 0.451 -0.776
C 0.713 2.777 -0.387 -0.146
C 0.441 1.485 -3.629 0.292
C 0.749 0.469 -4.532 -0.086
C 1.424 0.769 -5.702 -0.839
C 1.798 2.079 -5.970 -0.530
C 1.498 3.091 -5.070 -0.734
C 0.818 2.799 -3.898 -0.248
H -5.185 -0.240 -1.456 0.522
H -5.924 0.406 -3.737 0.406
H -4.299 1.355 -5.340 0.436
H -1.947 1.667 -4.684 0.470
H -2.483 3.223 -1.458 0.456
H -2.290 5.164 0.043 0.435
H -0.185 5.591 1.259 0.414
H 1.744 4.070 0.973 0.449
H 1.572 2.123 -0.523 0.428
H 0.480 -0.559 -4.321 0.369
H 1.668 -0.022 -6.397 0.429
H 2.333 2.310 -6.882 0.399
H 1.794 4.110 -5.278 0.435
H 0.589 3.594 -3.200 0.406


# 2
55
Properties=species:S:1:pos:R:3:mulliken_charge:R:1 method="wB97M-V/def2-TZVPD" de_lowest_kcal_mol=23.8 charge=0 smiles="CCCNC(=O)CN1C(=O)COc2ccc(S(=O)(=O)N3CCCCCC3)cc21"
C -0.290 -4.692 1.315 -1.472
C 0.301 -3.733 0.289 0.449
C 1.824 -3.680 0.404 -0.866
N 2.386 -2.695 -0.496 -0.103
C 3.117 -1.650 -0.066 0.425
O 3.487 -1.498 1.076 -0.649
C 3.464 -0.631 -1.165 -1.055
N 3.670 0.667 -0.560 0.010
C 4.940 1.157 -0.486 0.726
O 5.872 0.661 -1.079 -0.649
C 5.112 2.354 0.436 -0.451
O 3.996 3.214 0.528 -0.522
C 2.792 2.590 0.610 0.448
C 1.730 3.277 1.187 -1.302
C 0.482 2.685 1.280 -0.394
C 0.312 1.409 0.784 -0.867
S -1.273 0.589 0.923 1.320
O -1.174 -0.655 0.197 -0.671
O -1.667 0.530 2.297 -0.811
N -2.258 1.686 0.156 0.228
C -3.570 1.899 0.727 -1.093
C -4.447 0.645 0.722 -0.323
C -4.956 0.241 -0.660 -0.842
C -3.841 0.028 -1.684 -0.337
C -3.214 1.344 -2.149 -0.784
C -2.047 1.801 -1.268 -0.676
C 1.348 0.722 0.185 0.106
C 2.607 1.299 0.089 0.614
H 0.106 -5.697 1.177 0.360
H -1.371 -4.729 1.215 0.399
H -0.051 -4.362 2.323 0.359
H -0.116 -2.735 0.439 -0.133
H 0.028 -4.063 -0.717 0.318
H 2.254 -4.664 0.183 0.297
H 2.123 -3.386 1.412 0.365
H 2.092 -2.743 -1.459 0.288
H 2.687 -0.575 -1.931 0.398
H 4.417 -0.910 -1.627 0.516
H 5.361 1.951 1.431 0.225
H 5.949 2.962 0.086 0.318
H 1.911 4.271 1.562 0.449
H -0.349 3.193 1.740 0.510
H -4.048 2.723 0.193 0.555
H -3.402 2.200 1.765 0.371
H -3.855 -0.167 1.148 0.283
H -5.302 0.819 1.379 0.388
H -5.644 1.005 -1.033 0.322
H -5.522 -0.687 -0.555 0.372
H -4.265 -0.485 -2.550 0.368
H -3.068 -0.612 -1.256 0.082
H -3.982 2.121 -2.176 0.393
H -2.828 1.235 -3.164 0.407
H -1.800 2.845 -1.505 0.208
H -1.168 1.190 -1.485 0.417
H 1.135 -0.266 -0.184 0.705


# 3
12
Properties=species:S:1:pos:R:3:mulliken_spin:R:1 method="wB97M-V/def2-TZVPD" multiplicity=3 de_lowest_kcal_mol=69.8 charge=0
C -2.936 0.133 -0.031 0.820
C -1.716 0.424 -0.257 -0.093
C -0.345 0.173 -0.027 -0.055
C 0.815 0.780 -0.253 0.133
C -1.072 -1.060 0.094 1.133
C 2.084 -0.056 -0.172 0.008
H -3.867 -0.002 0.420 0.015
H 1.013 1.905 -0.255 0.005
H -1.306 -1.492 1.030 0.024
H 2.443 -0.507 -1.187 0.013
H 1.877 -0.971 0.444 -0.005
H 3.009 0.674 0.193 0.004


# 4
31
Properties=species:S:1:pos:R:3:mulliken_charge:R:1 method="wB97M-V/def2-TZVPD" charge=-1
C -4.549 1.031 2.220 -0.801
O -3.878 -0.116 2.787 -0.460
C -2.550 -0.284 2.544 0.946
C -1.962 -1.477 3.037 -0.689
C -0.640 -1.748 2.767 -0.392
C 0.184 -0.790 2.132 0.219
C 1.611 -1.035 1.945 -0.206
C 2.555 -0.091 2.245 0.866
C 3.949 -0.356 2.125 -0.178
N 5.093 -0.574 2.018 -0.593
C 2.204 1.203 2.731 -0.002
N 1.939 2.277 3.119 -0.627
C -0.413 0.384 1.629 -0.345
C -1.759 0.650 1.827 -0.718
H -5.588 0.901 2.524 0.235
H -4.147 1.967 2.630 0.324
H -4.471 1.037 1.124 0.330
H -2.589 -2.158 3.607 0.386
H -0.188 -2.688 3.084 0.408
H 1.916 -2.037 1.646 0.416
H 0.196 1.074 1.041 0.530
H -2.201 1.574 1.448 0.330
C 2.775 -0.726 -2.657 -0.195
C 2.440 -0.186 -1.260 0.228
O 2.493 1.014 -0.956 -0.724
N 2.093 -1.236 -0.487 0.027
C 2.172 -2.395 -1.221 0.285
O 1.954 -3.537 -0.869 -0.659
O 2.568 -2.126 -2.549 -0.387
H 2.114 -0.273 -3.410 0.227
H 3.819 -0.492 -2.917 0.219


# 5
37
Properties=species:S:1:pos:R:3:mulliken_charge:R:1 method="wB97M-V/def2-TZVPD" charge=0 smiles="Cc1ccc(S(=O)(=O)NCCSCc2ccco2)cc1"
C -1.451 -0.123 4.622 -1.465
C -0.836 -0.866 3.477 0.849
C -1.574 -1.103 2.320 -0.690
C -1.022 -1.800 1.262 -0.513
C 0.277 -2.259 1.361 -0.072
S 1.010 -3.105 -0.037 1.329
O 2.330 -3.536 0.315 -0.689
O 0.068 -4.053 -0.549 -0.707
N 1.183 -1.942 -1.223 -0.260
C 2.194 -0.937 -1.035 -0.987
C 1.736 0.266 -0.208 -0.275
S 0.139 0.940 -0.775 -0.124
C 0.666 1.652 -2.402 -0.387
C -0.423 2.465 -2.985 0.011
C -1.474 2.124 -3.787 -0.454
C -2.201 3.317 -4.011 -0.491
C -1.541 4.289 -3.326 -0.426
O -0.466 3.784 -2.701 -0.328
C 1.027 -2.044 2.500 -0.323
C 0.466 -1.349 3.558 -0.555
H -0.689 0.244 5.305 0.370
H -2.040 0.718 4.262 0.365
H -2.117 -0.784 5.177 0.309
H -2.586 -0.734 2.251 0.403
H -1.587 -2.001 0.365 0.435
H 0.290 -1.575 -1.520 0.337
H 3.023 -1.438 -0.531 0.421
H 2.539 -0.604 -2.020 0.359
H 2.477 1.065 -0.240 0.549
H 1.558 -0.017 0.829 0.102
H 1.541 2.271 -2.205 0.352
H 0.915 0.819 -3.058 0.346
H -1.697 1.150 -4.170 0.469
H -3.088 3.430 -4.600 0.420
H -1.726 5.339 -3.212 0.469
H 2.035 -2.426 2.537 0.484
H 1.045 -1.177 4.453 0.369


# 6
33
Properties=species:S:1:pos:R:3:mulliken_charge:R:1 method="wB97M-V/def2-TZVPD" charge=-1
C -1.851 -0.139 -2.073 -1.047
C -1.220 -1.017 -1.023 -0.414
O -1.724 -0.628 0.304 -0.342
N -0.756 -0.633 1.263 0.436
C 0.196 -1.551 1.420 -0.256
C 1.017 -1.146 2.583 -0.679
C 0.005 -0.311 3.403 -0.946
C -0.726 0.422 2.280 0.068
C -0.032 1.747 1.809 -1.304
C 0.255 1.693 0.330 0.561
O 1.661 1.582 0.071 -0.383
C 1.782 1.264 -1.254 -0.107
O 0.886 0.664 -1.809 -0.250
H -1.397 -0.394 -3.031 0.255
H -2.930 -0.268 -2.114 0.394
H -1.586 0.898 -1.884 0.139
H -1.502 -2.055 -1.190 0.423
H -0.140 -0.904 -1.076 0.394
H 0.323 -2.405 0.779 0.483
H 1.820 -0.481 2.236 0.178
H 1.458 -1.972 3.132 0.423
H 0.444 0.360 4.133 0.418
H -0.700 -1.026 3.825 0.360
H -1.758 0.687 2.513 0.455
H 0.903 1.862 2.359 0.389
H -0.645 2.603 2.076 0.356
H -0.224 0.841 -0.098 -0.420
H -0.103 2.582 -0.190 0.494
H 2.714 1.572 -1.728 0.440
C 0.980 -0.966 -4.278 0.683
O 2.118 -1.228 -4.765 -0.781
O 0.315 0.090 -4.602 -0.721
O 0.417 -1.743 -3.402 -0.697


# 7
65
Properties=species:S:1:pos:R:3:mulliken_charge:R:1 method="wB97M-V/def2-TZVPD" de_lowest_kcal_mol=0.0 charge=+2
Zr 0.043 0.370 -0.024 -0.170
C 4.829 0.826 -0.223 -1.397
C 3.344 1.106 -0.392 -0.907
N 2.422 -0.010 0.020 1.373
C 2.567 -0.300 1.478 -0.651
C 2.044 0.835 2.350 -1.027
C 2.754 -1.243 -0.752 -1.114
C 1.499 -2.081 -1.058 -1.220
N 0.387 -1.666 -0.192 1.536
C -0.225 -2.597 0.648 0.146
C -0.665 -2.152 1.885 -0.092
F -0.470 -0.804 2.129 -0.431
C -1.271 -2.955 2.825 0.085
F -1.653 -2.430 3.982 -0.278
C -1.471 -4.292 2.538 -0.546
C -1.074 -4.762 1.299 0.202
F -1.289 -6.027 0.972 -0.272
C -0.478 -3.935 0.357 0.122
F -0.197 -4.413 -0.862 -0.376
H 5.378 1.685 -0.607 0.472
H 5.124 0.705 0.819 0.335
H 5.161 -0.047 -0.783 0.305
H 3.069 1.992 0.174 0.464
H 3.128 1.307 -1.442 0.201
H 2.045 -1.233 1.686 0.379
H 3.618 -0.474 1.708 0.635
H 1.092 1.295 2.027 0.170
H 1.862 0.482 3.363 0.519
H 2.738 1.672 2.393 0.389
H 3.222 -0.948 -1.689 0.607
H 3.486 -1.822 -0.188 0.439
H 1.218 -1.925 -2.102 0.272
H 1.718 -3.140 -0.946 0.665
H -1.939 -4.951 3.257 0.546
F -0.809 0.161 -4.906 -0.171
C -0.618 1.420 -4.551 0.613
F -0.135 2.123 -5.544 -0.160
F -1.753 1.942 -4.111 -0.164
S 0.611 1.416 -3.167 1.088
O -0.126 0.613 -2.116 -0.468
O 1.807 0.794 -3.608 -0.635
N 0.705 2.909 -2.770 -0.536
S 0.700 3.504 -1.327 1.219
O 0.752 2.406 -0.316 -0.795
O 1.610 4.560 -1.123 -0.584
C -1.019 4.158 -1.136 0.674
F -1.219 5.125 -1.997 -0.185
F -1.184 4.582 0.102 -0.196
F -1.873 3.151 -1.376 -0.204
C -4.290 2.008 1.690 -1.024
N -3.885 0.896 0.809 0.204
C -4.822 0.073 0.232 -0.424
C -4.487 -0.935 -0.598 -1.234
C -3.101 -1.138 -0.876 0.744
N -2.207 -0.322 -0.298 0.772
C -2.595 0.672 0.513 0.702
O -1.632 1.377 0.966 -0.843
N -2.659 -2.091 -1.676 -0.226
H -5.003 1.634 2.420 0.414
H -4.740 2.799 1.094 0.363
H -3.409 2.384 2.198 0.311
H -5.849 0.291 0.493 0.546
H -5.247 -1.564 -1.035 0.512
H -3.291 -2.736 -2.123 0.274
H -1.666 -2.207 -1.821 0.030


# 8
77
Properties=species:S:1:pos:R:3:mulliken_charge:R:1 method="wB97M-V/def2-TZVPD" de_lowest_kcal_mol=0.0 charge=0
C -1.667 -0.147 1.670 -1.033
C -0.306 0.341 1.139 -0.217
C -0.329 0.821 -0.340 0.484
C 0.204 2.252 -0.489 -1.483
Si 0.670 -0.348 -1.383 0.281
O -0.051 -1.824 -1.539 -0.096
Si -1.259 -2.277 -2.559 0.502
H -1.685 -1.232 1.799 -0.043
H -2.482 0.109 0.990 0.362
H -1.904 0.297 2.638 0.361
H 0.425 -0.466 1.271 0.409
H 0.072 1.157 1.758 0.018
H -1.367 0.791 -0.693 0.524
H 0.059 2.646 -1.497 0.447
H -0.291 2.914 0.226 0.200
H 1.275 2.292 -0.263 0.198
H 1.955 -0.603 -0.690 -0.198
H 0.946 0.214 -2.732 -0.210
H -0.728 -3.251 -3.536 -0.214
H -1.775 -1.092 -3.279 -0.121
H -2.342 -2.895 -1.770 -0.165
O 2.479 2.292 2.269 -0.533
C 3.402 1.522 2.282 0.777
O 3.825 1.054 3.474 -0.373
C 4.841 0.047 3.593 -0.378
C 6.236 0.632 3.546 -0.967
C 4.121 1.120 1.016 -0.774
H 4.700 -0.728 2.839 0.334
H 4.647 -0.406 4.563 0.314
H 6.449 1.087 2.578 0.278
H 6.973 -0.152 3.720 0.363
H 6.350 1.392 4.318 0.294
H 4.918 1.843 0.836 0.308
H 3.403 1.194 0.205 0.008
H 4.555 0.124 1.026 0.320
O -3.761 -1.726 -7.282 -0.558
C -2.715 -2.239 -7.564 0.731
O -1.792 -2.394 -6.586 -0.305
C -0.565 -3.108 -6.779 -0.263
C 0.522 -2.235 -7.368 -1.008
C -2.388 -2.682 -8.971 -0.941
H -0.729 -4.008 -7.371 0.325
H -0.294 -3.428 -5.775 0.200
H 0.275 -1.908 -8.378 0.282
H 1.461 -2.790 -7.411 0.376
H 0.671 -1.352 -6.747 0.288
H -1.903 -1.848 -9.482 0.259
H -3.326 -2.889 -9.476 0.301
H -1.732 -3.545 -9.035 0.314
O -3.572 6.319 1.384 -0.564
C -2.433 6.468 1.730 0.745
O -1.463 5.827 1.039 -0.380
C -0.066 6.025 1.295 -0.572
C 0.439 5.148 2.419 -0.662
C -2.060 7.315 2.924 -0.917
H 0.149 7.080 1.474 0.414
H 0.415 5.752 0.357 0.328
H -0.026 5.403 3.372 0.310
H 1.519 5.253 2.529 0.337
H 0.223 4.102 2.203 0.137
H -2.047 6.670 3.803 0.252
H -2.844 8.055 3.058 0.310
H -1.094 7.805 2.851 0.306
O -1.918 -7.070 2.836 -0.574
C -1.831 -5.890 3.028 0.724
O -1.426 -5.468 4.250 -0.369
C -1.168 -4.090 4.544 -0.365
C -2.422 -3.333 4.924 -0.959
C -2.186 -4.873 1.967 -0.766
H -0.648 -3.613 3.712 0.339
H -0.472 -4.124 5.381 0.311
H -3.130 -3.291 4.097 0.251
H -2.162 -2.309 5.198 0.337
H -2.912 -3.806 5.774 0.330
H -3.242 -4.623 2.079 0.277
H -2.052 -5.348 1.000 0.307
H -1.614 -3.950 2.009 0.135


# 9
49
Properties=species:S:1:pos:R:3:mulliken_charge:R:1 method="wB97M-V/def2-TZVPD" de_lowest_kcal_mol=45.1 charge=0 smiles="Cc1nnc(SCC(=O)N2CCC(Cc3ccccc3)CC2)n(N)c1=O"
C -2.176 -3.773 0.995 -1.262
C -2.585 -2.429 0.507 0.599
N -1.753 -1.440 0.587 -1.013
N -2.081 -0.232 0.153 0.292
C -3.255 -0.015 -0.345 0.734
S -3.638 1.596 -0.950 -0.257
C -3.149 2.638 0.466 -0.974
C -1.931 2.188 1.271 0.956
O -2.112 1.795 2.409 -0.694
N -0.716 2.369 0.733 0.122
C -0.413 2.716 -0.634 -1.034
C 0.218 1.525 -1.358 -0.569
C 1.471 1.049 -0.623 0.299
C 2.074 -0.180 -1.320 -1.269
C 3.397 -0.555 -0.718 0.297
C 4.544 0.154 -1.053 -0.237
C 5.763 -0.160 -0.480 -0.662
C 5.852 -1.191 0.440 -0.408
C 4.716 -1.904 0.780 -0.695
C 3.498 -1.588 0.205 -0.173
C 1.096 0.733 0.825 -0.207
C 0.452 1.949 1.484 -1.402
N -4.186 -0.985 -0.502 0.465
N -5.459 -0.728 -0.991 -1.069
C -3.915 -2.295 -0.071 0.661
O -4.754 -3.162 -0.226 -0.732
H -1.146 -3.746 1.334 0.323
H -2.828 -4.074 1.814 0.279
H -2.297 -4.506 0.198 0.306
H -3.999 2.637 1.150 0.453
H -3.017 3.639 0.055 0.465
H -1.308 3.036 -1.164 0.478
H 0.298 3.553 -0.620 0.380
H 0.459 1.814 -2.383 0.525
H -0.506 0.710 -1.386 -0.011
H 2.216 1.854 -0.630 0.294
H 2.209 0.049 -2.381 0.468
H 1.373 -1.012 -1.235 0.384
H 4.481 0.957 -1.775 0.399
H 6.647 0.399 -0.752 0.374
H 6.803 -1.437 0.888 0.374
H 4.779 -2.711 1.497 0.379
H 2.614 -2.148 0.474 0.441
H 1.983 0.442 1.390 0.487
H 0.381 -0.090 0.843 0.041
H 0.126 1.712 2.496 0.521
H 1.160 2.786 1.516 0.348
H -5.437 -0.315 -1.919 0.234
H -5.949 -1.626 -0.993 0.291


# 10
9
Properties=species:S:1:pos:R:3:mulliken_charge:R:1 method="wB97M-V/def2-TZVPD" de_lowest_kcal_mol=72.9 charge=-1
C -0.594 -0.630 2.675 -0.363
C -0.178 -0.507 1.572 -0.326
C 0.474 -0.197 -0.567 -0.403
O 0.001 0.516 -2.915 -0.584
O -1.320 1.772 -1.308 -0.539
S 0.007 1.384 -1.700 0.552
I 2.591 -0.231 -0.455 0.003
H -1.148 -0.809 3.597 0.340
H 0.166 -1.298 -0.900 0.321


# 11
39
Properties=species:S:1:pos:R:3:mulliken_charge:R:1 method="wB97M-V/def2-TZVPD" de_lowest_kcal_mol=67.5 charge=0
O -2.124 3.648 -2.927 -0.611
H -1.865 4.383 -2.371 0.287
H -1.415 3.012 -2.830 0.427
O -1.328 0.544 -0.166 -0.282
H -0.516 0.574 0.341 0.165
H -1.125 1.015 -0.973 0.376
O -1.447 2.534 2.962 -0.593
H -0.529 2.742 2.789 0.285
H -1.434 1.629 3.273 0.294
O -0.954 -2.733 -1.385 -0.556
H -1.196 -2.120 -2.078 0.253
H -0.001 -2.666 -1.328 0.285
O 3.566 -3.192 2.927 -0.627
H 4.281 -3.029 3.541 0.282
H 3.588 -4.138 2.778 0.306
O -3.461 2.188 1.222 -0.623
H -2.793 1.550 0.975 0.359
H -4.280 1.691 1.222 0.294
O -0.694 -2.198 1.289 -0.507
H 0.244 -2.224 1.097 0.316
H -0.765 -1.636 2.061 0.290
O 2.112 2.644 -0.972 -0.675
H 1.716 3.488 -1.189 0.299
H 2.580 2.802 -0.152 0.304
O 1.455 0.449 1.081 -0.605
H 1.756 0.650 0.195 0.295
H 1.860 -0.393 1.287 0.221
O -3.177 -1.625 -0.251 -0.555
H -2.925 -0.888 -0.808 0.246
H -3.988 -1.341 0.171 0.252
O -0.164 1.825 -2.479 -0.802
H 0.649 2.142 -2.084 0.376
H 0.094 1.037 -2.957 0.239
O 2.039 -2.603 0.725 -0.595
H 2.642 -2.728 1.457 0.339
H 2.033 -3.447 0.272 0.234
O 1.544 -1.133 -2.011 -0.514
H 2.413 -1.433 -1.745 0.257
H 1.609 -1.021 -2.959 0.261


# 12
19
Properties=species:S:1:pos:R:3:mulliken_charge:R:1 method="wB97M-V/def2-TZVPD" de_lowest_kcal_mol=0.0 charge=0 smiles=CO[C@@H](B(O)O)[C@H](N)S
C -2.448 0.255 0.100 -0.740
O -1.124 0.698 0.306 -0.297
C -0.092 -0.076 -0.307 -0.298
B 0.859 0.878 -1.186 0.692
O 1.404 0.408 -2.347 -0.507
O 1.112 2.185 -0.853 -0.503
C 0.633 -0.853 0.811 -0.212
N 1.045 -0.014 1.920 -0.611
S 2.114 -1.747 0.206 -0.237
H -2.782 -0.417 0.897 0.265
H -2.563 -0.260 -0.858 0.343
H -3.103 1.127 0.096 0.242
H -0.528 -0.826 -0.980 0.294
H 0.810 -0.202 -2.793 0.289
H 1.729 2.315 -0.130 0.297
H -0.051 -1.611 1.193 0.408
H 1.163 0.949 1.633 0.180
H 0.338 -0.025 2.642 0.279
H 1.484 -2.783 -0.349 0.117


Number 1: electronic energy -78282.668 eV. Number 2: electronic energy -45684.924 eV. Number 3: electronic energy -6309.844 eV. Number 4: electronic energy -27341.600 eV. Number 5: electronic energy -44096.104 eV. Number 6: electronic energy -24398.634 eV. Number 7: electronic energy -89352.888 eV. Number 8: electronic energy -55670.510 eV. Number 9: electronic energy -41419.528 eV. Number 10: electronic energy -26170.121 eV. Number 11: electronic energy -27039.022 eV. Number 12: electronic energy -22418.828 eV.